Run w
Here is C4H5ClN2 in the gas phase from the Open Molecules 2025 dataset. Energies are from ωB97M-V/def2-TZVPD.

Bonds (Å) are listed after each position.
Geometry (Å):
1 Cl 2.13 -1.69 0.16  C4 1.741
2 N 0.12 -0.08 -0.60  N3 1.415, C4 1.417, C6 1.370
3 N 0.19 -0.68 -1.88  N2 1.415, H9 1.114, H12 1.114
4 C 0.95 -0.44 0.49  Cl1 1.741, N2 1.417, C5 1.345
5 C 0.35 0.05 1.58  C4 1.345, C7 1.435, H8 1.113
6 C -0.81 0.78 -0.10  N2 1.370, C7 1.364, H10 1.023
7 C -0.71 0.97 1.25  C5 1.435, C6 1.364, H11 1.101
8 H 0.92 -0.27 2.48  C5 1.113
9 H -0.50 -1.54 -2.02  N3 1.114
10 H -1.51 1.21 -0.71  C6 1.023
11 H -1.30 1.54 1.97  C7 1.101
12 H 0.17 0.15 -2.63  N3 1.114

HOMO level, eV: -8.39
Kohn-Sham gap, eV: 9.152
SMILES: Nn1cccc1Cl

The computed natural (NBO) charges, all in e, follow: 0.02, -0.22, -0.67, 0.08, -0.31, -0.05, -0.30, 0.23, 0.39, 0.20, 0.24, 0.39



Run x
Here is C4H5ClN2 in the gas phase from the Open Molecules 2025 dataset. Energies are from ωB97M-V/def2-TZVPD.

Bonds (Å) are listed after each position.
Geometry (Å):
1 Cl 1.85 -1.07 1.61  C5 1.782
2 N 0.65 0.24 -1.47  N3 1.418, C6 1.516, H12 0.990
3 N -0.33 -0.77 -1.67  N2 1.418, C4 1.362
4 C -0.86 -1.06 -0.45  N3 1.362, C7 1.446, H8 1.181
5 C 0.77 0.24 1.08  Cl1 1.782, C6 1.417, C7 1.502, H9 1.194
6 C 0.34 0.86 -0.12  N2 1.516, C5 1.417, C7 1.535, H11 1.178
7 C -0.62 -0.10 0.61  C4 1.446, C5 1.502, C6 1.535, H10 1.121
8 H -1.85 -1.68 -0.57  C4 1.181
9 H 0.74 0.62 2.22  C5 1.194
10 H -1.53 0.01 1.25  C7 1.121
11 H 0.29 2.03 -0.14  C6 1.178
12 H 0.56 0.68 -2.35  N2 0.990

HOMO level, eV: -8.82
Kohn-Sham gap, eV: 9.449
SMILES: Cl[C@@H]1[C@@H]2C=NN[C@H]12

The computed natural (NBO) charges, all in e, follow: -0.04, -0.44, -0.22, -0.02, -0.24, -0.07, -0.34, 0.22, 0.27, 0.25, 0.23, 0.39



Run y
Here is 2 unconnected molecules or ions with the total composition C4H5ClN2 from the Open Molecules 2025 dataset. Energies are from ωB97M-V/def2-TZVPD.

Bonds (Å) are listed after each position.
Geometry (Å):
1 Cl 3.09 1.12 0.41  C4 1.705
2 N 1.13 -2.18 -0.32  N3 1.215, H8 1.022
3 N 1.70 -1.16 0.00  N2 1.215, C4 1.185
4 C 1.88 -0.08 0.46  Cl1 1.705, N3 1.185
5 C -1.54 0.45 0.94  C6 1.467, H9 1.093, H10 1.006, H11 1.147
6 C -0.99 0.85 -0.37  C5 1.467, C7 1.213
7 C -0.50 1.00 -1.47  C6 1.213, H12 1.047
8 H 0.39 -1.95 -0.99  N2 1.022
9 H -2.51 0.89 1.14  C5 1.093
10 H -0.97 0.89 1.64  C5 1.006
11 H -1.39 -0.68 1.04  C5 1.147
12 H -0.29 0.85 -2.48  C7 1.047

HOMO level, eV: -8.82
Kohn-Sham gap, eV: 8.870

The computed natural (NBO) charges, all in e, follow: 0.07, -0.46, -0.04, 0.08, -0.69, 0.03, -0.29, 0.34, 0.24, 0.24, 0.25, 0.23



Which structure loses on stability? run y does.